{
  "formula": "C3H7N3S",
  "method": "ωB97M-V/def2-TZVPD",
  "species": ["H", "N", "C", "N", "S", "N", "C", "C", "H", "H", "H", "H", "H", "H"],
  "positions_angstrom": [[-0.2479, 1.8886, -0.1467], [0.7261, 1.5666, 0.0504], [0.4590, 0.2966, 0.3790], [1.6057, -0.6326, 0.4387], [3.1093, -0.2162, -0.3692], [-0.7159, -0.1852, 0.4655], [-1.8535, 0.3893, -0.3921], [-1.4253, -1.1232, -0.3264], [1.6089, -0.9713, 1.4417], [3.7001, 0.8578, 0.4253], [-1.5973, 0.8488, -1.3725], [-2.6761, 0.9547, 0.1313], [-1.6255, -1.9589, 0.4561], [-1.0675, -1.7151, -1.1811]],
  "nbo_charge": [0.313, -0.708, 0.549, -0.793, 0.186, -0.438, -0.263, -0.236, 0.391, 0.117, 0.219, 0.232, 0.217, 0.216],
  "smiles": "[H]/N=C(/NS)N1CC1",
  "spin_multiplicity": 1,
  "charge": 0,
  "orbital_gap_ev": 9.813,
  "e_tot_ha": -680.82108
}

=====

{
  "formula": "C4H8NO2",
  "method": "ωB97M-V/def2-TZVPD",
  "species": ["C", "C", "C", "C", "N", "O", "O", "H", "H", "H", "H", "H", "H", "H", "H"],
  "positions_angstrom": [[1.4900, -0.4205, 1.7623], [1.2317, -0.6384, 0.4616], [-1.0142, 0.5930, 0.1962], [-0.0054, -0.3639, -0.3598], [-0.0650, -1.1424, -1.4190], [-2.2602, 0.8608, -0.1974], [-0.2895, 1.7191, -0.6251], [2.4354, -0.3104, 2.0896], [0.6517, 0.1140, 2.2499], [1.9719, -1.3056, 0.0350], [-0.8074, 0.8134, 1.2540], [-0.9666, -1.4982, -1.9085], [-2.2157, 1.0548, -1.2117], [0.8049, -1.7423, -1.4628], [-0.9615, 2.2667, -0.8645]],
  "nbo_charge": [-0.199, 0.039, 0.330, 0.194, -0.631, -0.647, -0.737, 0.214, 0.188, 0.204, 0.202, 0.458, 0.492, 0.427, 0.467],
  "s_squared": 2.007,
  "spin_multiplicity": 3,
  "charge": 1,
  "orbital_gap_ev": [8.269, 6.735],
  "e_tot_ha": -361.95326
}

=====

{
  "formula": "C31H27BNO2P2PbSbSe4",
  "method": "ωB97M-V/def2-TZVPD",
  "species": ["Pb", "C", "N", "P", "C", "C", "C", "C", "C", "C", "C", "C", "C", "C", "C", "C", "P", "C", "C", "C", "C", "C", "C", "C", "C", "C", "C", "C", "C", "H", "H", "H", "H", "H", "H", "H", "H", "H", "H", "H", "H", "H", "H", "H", "H", "H", "H", "H", "H", "H", "H", "H", "O", "B", "O", "C", "C", "C", "C", "C", "C", "H", "H", "H", "H", "Se", "Sb", "Se", "Se", "Se"],
  "positions_angstrom": [[-1.9098, -1.8707, -1.1228], [0.2788, 1.4717, 1.8973], [-0.1758, 0.5900, 0.8101], [-0.8989, -0.8828, 1.1823], [-2.0161, -0.5390, 2.5503], [-1.7228, -0.8724, 3.8717], [-2.5796, -0.4738, 4.8845], [-3.7239, 0.2558, 4.5838], [-4.0226, 0.5761, 3.2694], [-3.1727, 0.1755, 2.2510], [0.3566, -2.0220, 1.7923], [-0.0725, -3.2740, 2.2402], [0.8600, -4.2191, 2.6356], [2.2168, -3.9200, 2.5926], [2.6430, -2.6747, 2.1542], [1.7143, -1.7277, 1.7470], [-0.4772, 1.1754, -0.7839], [-1.1102, 2.8502, -0.4555], [-0.3061, 3.9838, -0.3697], [-0.8693, 5.2143, -0.0637], [-2.2352, 5.3174, 0.1603], [-3.0449, 4.1935, 0.0654], [-2.4859, 2.9639, -0.2504], [1.1696, 1.5104, -1.4851], [2.3805, 1.2131, -0.8700], [3.5797, 1.4250, -1.5369], [3.5799, 1.9411, -2.8235], [2.3757, 2.2437, -3.4462], [1.1785, 2.0194, -2.7851], [0.6140, 0.8748, 2.7456], [-0.5299, 2.1260, 2.2285], [1.1083, 2.0912, 1.5590], [-0.8294, -1.4365, 4.1099], [-2.3557, -0.7343, 5.9104], [-4.3919, 0.5611, 5.3784], [-4.9298, 1.1126, 3.0272], [-3.4305, 0.3921, 1.2210], [-1.1304, -3.5075, 2.2747], [0.5264, -5.1903, 2.9754], [2.9417, -4.6608, 2.9029], [3.6989, -2.4393, 2.1284], [2.0429, -0.7613, 1.3888], [0.7598, 3.9050, -0.5488], [-0.2418, 6.0938, 0.0003], [-2.6715, 6.2785, 0.3991], [-4.1119, 4.2760, 0.2240], [-3.1188, 2.0888, -0.3569], [2.3929, 0.8037, 0.1321], [4.5155, 1.1821, -1.0502], [4.5150, 2.0968, -3.3451], [2.3678, 2.6361, -4.4547], [0.2391, 2.2333, -3.2847], [0.2469, -1.4447, -3.5787], [0.0611, -1.7717, -2.2569], [1.2445, -2.0396, -1.6028], [2.2191, -1.8826, -2.5731], [3.5761, -2.0605, -2.4572], [4.3227, -1.8715, -3.6180], [3.7149, -1.5259, -4.8235], [2.3365, -1.3480, -4.9212], [1.6159, -1.5330, -3.7659], [4.0257, -2.3415, -1.5146], [5.3954, -2.0049, -3.5852], [4.3262, -1.3957, -5.7060], [1.8540, -1.0845, -5.8519], [-5.7349, -2.4868, 1.9528], [-5.1798, -2.9887, -0.2959], [-2.8129, -4.1310, -0.3025], [-4.1594, -0.7528, -1.4241], [-6.5424, -4.0028, -1.9358]],
  "nbo_charge": [0.748, -0.428, -1.086, 1.269, -0.336, -0.205, -0.211, -0.178, -0.183, -0.196, -0.442, -0.184, -0.202, -0.191, -0.218, -0.132, 1.063, -0.299, -0.216, -0.214, -0.194, -0.196, -0.222, -0.403, -0.213, -0.195, -0.204, -0.219, -0.148, 0.214, 0.214, 0.213, 0.222, 0.219, 0.220, 0.226, 0.235, 0.248, 0.226, 0.220, 0.215, 0.208, 0.220, 0.218, 0.219, 0.221, 0.231, 0.207, 0.216, 0.219, 0.220, 0.215, -0.661, 0.813, -0.662, 0.204, -0.227, -0.212, -0.207, -0.254, 0.277, 0.231, 0.221, 0.221, 0.236, -0.649, 1.064, -0.520, -0.509, -0.596],
  "spin_multiplicity": 1,
  "charge": 0,
  "orbital_gap_ev": 6.570,
  "e_tot_ha": -12149.29071
}

=====

Maximum force for the records above, in order: 9.692, 7.262, 0.237 eV/Å
Energy relative to the best compared isomer or geometry (same formula, charge and spin) for the records above, in order: 101.1, 59.1, 0.0 kcal per mole